{"formula": "C36H29ClN5O8PSSn", "method": "ωB97M-V/def2-TZVPD", "orbital_gap_ha": 0.1985, "e_lumo_ev": 3.473, "multiplicity": 1, "total_charge": -2, "relative_energy_kj_mol": 18.30, "elements": ["Sn", "C", "C", "N", "N", "C", "N", "S", "C", "C", "C", "C", "C", "N", "H", "H", "H", "H", "H", "H", "H", "H", "H", "Cl", "C", "C", "C", "C", "O", "C", "C", "O", "C", "H", "H", "H", "H", "O", "C", "O", "C", "P", "C", "C", "C", "C", "C", "C", "C", "C", "C", "C", "C", "C", "H", "H", "H", "H", "H", "H", "H", "H", "H", "H", "H", "H", "O", "C", "O", "C", "C", "C", "C", "C", "C", "N", "O", "O", "H", "H", "H", "H"], "positions_angstrom": [[0.5044, 0.0422, 0.0603], [1.9851, -4.6012, -0.1061], [1.9053, -3.1697, 0.3304], [2.1887, -2.1626, -0.4075], [2.5648, -2.4069, -1.6991], [3.0627, -1.3224, -2.2901], [3.3849, -1.5687, -3.6174], [3.3697, 0.2329, -1.6453], [1.3829, -2.8505, 1.6869], [0.9258, -3.8629, 2.5278], [0.3848, -3.5372, 3.7567], [0.3068, -2.2072, 4.1322], [0.7830, -1.2609, 3.2399], [1.3156, -1.5649, 2.0620], [2.3889, -4.6403, -1.1140], [2.6232, -5.1829, 0.5661], [0.9941, -5.0665, -0.1091], [2.8322, -2.3092, -4.0248], [3.4609, -0.7221, -4.1588], [0.9616, -4.8917, 2.1994], [-0.0007, -4.3167, 4.4036], [-0.1360, -1.9021, 5.0704], [0.7172, -0.2014, 3.4652], [-2.0883, 5.7426, 4.6193], [-1.7778, 4.2909, 3.6659], [-2.8320, 3.4176, 3.3700], [-2.6125, 2.2940, 2.6163], [-1.3194, 1.9656, 2.1028], [-1.1719, 0.9494, 1.3446], [-0.2662, 2.8539, 2.4634], [1.1213, 2.6281, 2.0812], [1.6038, 1.5959, 1.6416], [-0.5180, 4.0089, 3.2112], [-3.8269, 3.6467, 3.7334], [-3.4233, 1.6212, 2.3656], [1.7930, 3.4827, 2.2740], [0.3027, 4.6854, 3.4240], [-2.9035, -3.1165, 1.1200], [-2.3229, -2.2962, 0.4030], [-1.0775, -2.1224, 0.2456], [-3.1905, -1.3480, -0.4414], [-2.1334, -0.3644, -1.5722], [-3.3988, 0.6989, -2.3925], [-3.6395, 1.9317, -1.7779], [-4.5698, 2.8210, -2.2964], [-5.2670, 2.5015, -3.4556], [-5.0311, 1.2845, -4.0812], [-4.1079, 0.3904, -3.5512], [-1.6856, -1.5353, -2.9093], [-0.9891, -1.0210, -4.0067], [-0.5495, -1.8445, -5.0305], [-0.7735, -3.2166, -4.9604], [-1.4416, -3.7428, -3.8643], [-1.8922, -2.9096, -2.8448], [-3.6694, -0.6363, 0.2366], [-3.9795, -1.9056, -0.9537], [-3.0649, 2.2031, -0.8971], [-4.7278, 3.7755, -1.8097], [-5.9783, 3.2027, -3.8751], [-5.5644, 1.0281, -4.9893], [-3.9323, -0.5563, -4.0492], [-0.7744, 0.0422, -4.0490], [-0.0136, -1.4201, -5.8717], [-0.4098, -3.8702, -5.7442], [-1.6018, -4.8114, -3.7863], [-2.3894, -3.3472, -1.9876], [0.5486, 3.9101, -0.2544], [0.2234, 3.2455, -1.2482], [0.1062, 2.0004, -1.3749], [-0.0752, 4.0379, -2.5265], [0.1984, 5.4007, -2.5680], [-0.0669, 6.1417, -3.7084], [-0.6239, 5.4893, -4.7923], [-0.9173, 4.1394, -4.7857], [-0.6269, 3.4134, -3.6403], [-0.9199, 6.2789, -6.0178], [-0.6740, 7.4741, -5.9975], [-1.3915, 5.6913, -6.9753], [0.6157, 5.8585, -1.6814], [0.1422, 7.1997, -3.7655], [-1.3580, 3.6762, -5.6568], [-0.8189, 2.3506, -3.5843]], "forces_ev_per_angstrom": [[0.08, 0.05, -0.29], [-0.04, -0.10, -0.05], [-0.25, 0.18, 0.35], [0.25, -0.20, -0.35], [0.08, 0.51, 0.32], [-0.22, -0.42, 0.27], [0.10, 0.24, -0.08], [-0.07, -0.15, -0.14], [0.11, -0.06, -0.31], [0.00, -0.10, 0.13], [-0.02, -0.11, -0.05], [0.02, 0.07, -0.01], [0.00, -0.03, -0.01], [-0.11, 0.07, -0.03], [0.02, 0.01, 0.02], [0.00, -0.01, 0.00], [0.00, 0.06, 0.01], [0.00, 0.01, -0.01], [-0.04, -0.06, -0.02], [-0.02, 0.01, 0.03], [0.00, 0.01, 0.00], [0.01, 0.00, 0.01], [0.01, 0.02, 0.00], [0.03, -0.16, -0.10], [-0.10, -0.01, 0.04], [-0.05, 0.10, 0.04], [0.06, -0.03, -0.02], [0.02, 0.05, -0.05], [-0.06, -0.18, 0.05], [0.29, 0.05, 0.04], [-0.27, 0.08, -0.06], [0.05, -0.06, -0.01], [0.02, 0.08, 0.02], [0.00, -0.01, 0.00], [-0.02, 0.01, 0.02], [0.00, 0.00, 0.04], [0.00, -0.02, 0.00], [-0.01, -0.14, 0.04], [0.24, 0.17, -0.08], [0.10, -0.14, 0.18], [-0.24, 0.14, -0.21], [-0.02, -0.17, 0.05], [0.04, 0.06, 0.07], [0.06, 0.02, -0.02], [0.01, -0.03, -0.05], [0.05, -0.03, 0.04], [0.03, -0.01, 0.03], [-0.01, -0.03, -0.02], [-0.04, 0.06, -0.04], [-0.02, 0.05, 0.00], [-0.01, -0.12, 0.04], [-0.02, 0.10, 0.04], [0.02, 0.07, 0.05], [-0.05, -0.08, -0.04], [-0.03, 0.00, -0.03], [-0.02, 0.04, 0.02], [0.01, -0.03, 0.01], [-0.01, 0.00, 0.01], [-0.01, 0.00, 0.00], [-0.01, 0.00, 0.00], [0.02, 0.00, 0.00], [0.00, -0.01, 0.02], [0.01, 0.00, 0.02], [-0.01, 0.00, -0.01], [0.01, -0.01, -0.01], [0.01, 0.03, -0.01], [-0.02, -0.07, 0.01], [0.16, 0.17, -0.07], [-0.09, 0.01, 0.18], [-0.03, 0.03, -0.01], [-0.04, 0.08, -0.06], [0.05, -0.01, 0.19], [-0.13, 0.36, -0.52], [0.01, -0.21, 0.06], [0.00, 0.04, -0.04], [0.11, -0.27, 0.45], [-0.08, -0.15, -0.15], [0.05, 0.20, 0.04], [0.01, -0.01, 0.00], [0.00, -0.02, 0.00], [0.01, 0.01, 0.02], [-0.04, 0.01, 0.01]]}


{"formula": "C4H3NS", "method": "ωB97M-V/def2-TZVPD", "smiles": "C#CSN=C=C", "orbital_gap_ha": 0.3306, "e_lumo_ev": 0.390, "multiplicity": 1, "total_charge": 0, "relative_energy_kj_mol": 278.02, "elements": ["C", "C", "C", "C", "N", "S", "H", "H", "H"], "positions_angstrom": [[0.3816, 1.4528, 0.1361], [-1.1227, -2.3344, -0.1572], [-1.4746, -1.2057, 0.0305], [1.7018, 1.3468, 0.1240], [-0.8243, 1.4218, -0.0442], [-2.0440, 0.2723, -0.0393], [-0.9538, -3.3936, -0.2601], [2.2713, 1.5901, 0.9359], [2.0648, 0.8499, -0.7255]], "forces_ev_per_angstrom": [[-0.02, -1.31, -0.16], [0.03, -1.77, 0.07], [1.62, -1.99, -0.15], [-3.00, 0.02, -0.68], [0.79, 0.80, -0.19], [-1.86, 3.41, 0.26], [0.16, 0.56, 0.09], [1.43, 0.50, 1.85], [0.84, -0.22, -1.10]]}